# 1
Density functional theory data (wB97M-V/def2-TZVPD) for 8 unconnected molecules or ions with the total composition C32H86N6O8 at a distorted geometry.

Element x y z (Å)
C (7.238, 12.738, 17.137)
C (8.389, 12.770, 18.125)
C (7.904, 12.724, 19.583)
O (6.920, 13.653, 19.933)
C (6.124, 13.197, 20.994)
N (9.460, 11.751, 17.994)
H (6.662, 13.644, 17.041)
H (6.418, 12.046, 17.351)
H (7.525, 12.416, 16.095)
H (8.906, 13.739, 18.005)
H (8.770, 12.726, 20.331)
H (7.455, 11.728, 19.696)
H (5.644, 12.244, 20.790)
H (5.373, 14.006, 21.107)
H (6.756, 13.028, 21.892)
H (9.192, 10.734, 17.830)
H (10.214, 11.990, 17.346)
C (18.006, 10.704, 18.662)
C (18.307, 10.352, 17.232)
C (17.125, 9.387, 16.743)
O (17.473, 8.916, 15.433)
C (16.719, 7.857, 14.930)
N (18.303, 11.585, 16.374)
H (18.130, 9.766, 19.201)
H (16.971, 11.023, 18.750)
H (18.697, 11.394, 19.076)
H (19.262, 9.870, 17.050)
H (16.185, 9.875, 16.867)
H (16.899, 8.511, 17.364)
H (15.673, 8.228, 14.734)
H (16.748, 6.974, 15.546)
H (17.125, 7.547, 13.968)
H (17.483, 12.143, 16.483)
H (18.567, 11.405, 15.440)
C (14.756, 11.419, 14.842)
C (13.246, 11.207, 15.263)
C (12.907, 9.805, 15.656)
O (12.908, 8.885, 14.594)
C (12.342, 7.675, 14.974)
N (12.859, 11.933, 16.499)
H (15.317, 11.644, 15.787)
H (14.931, 12.179, 14.083)
H (15.175, 10.515, 14.439)
H (12.656, 11.534, 14.346)
H (11.991, 9.836, 16.162)
H (13.610, 9.486, 16.453)
H (12.269, 7.045, 14.083)
H (11.287, 7.817, 15.389)
H (12.954, 7.169, 15.721)
H (13.020, 12.873, 16.313)
H (13.268, 11.571, 17.349)
C (13.323, 12.959, 19.710)
C (14.155, 11.718, 20.266)
C (13.931, 11.493, 21.716)
O (14.828, 10.506, 22.166)
C (14.773, 10.295, 23.532)
N (13.946, 10.456, 19.526)
H (13.236, 13.699, 20.472)
H (12.311, 12.584, 19.544)
H (13.633, 13.312, 18.705)
H (15.186, 11.991, 20.142)
H (12.852, 11.202, 21.971)
H (14.134, 12.437, 22.280)
H (15.044, 11.201, 24.121)
H (15.344, 9.407, 23.753)
H (13.721, 10.180, 23.822)
H (14.474, 9.714, 19.939)
H (12.926, 10.201, 19.578)
C (12.187, 7.137, 20.061)
C (11.457, 8.210, 19.189)
C (10.319, 7.590, 18.412)
O (9.719, 8.573, 17.629)
C (8.712, 8.133, 16.770)
N (10.949, 9.180, 20.140)
H (13.139, 7.557, 20.405)
H (12.309, 6.246, 19.406)
H (11.608, 6.795, 20.863)
H (12.177, 8.652, 18.498)
H (9.555, 7.203, 19.117)
H (10.654, 6.711, 17.787)
H (9.103, 7.333, 16.172)
H (8.489, 8.926, 16.112)
H (7.834, 7.785, 17.373)
H (10.446, 9.934, 19.664)
H (10.251, 8.668, 20.756)
C (10.634, 12.800, 9.969)
C (11.780, 11.831, 9.613)
C (11.995, 10.739, 10.646)
O (10.996, 9.730, 10.460)
C (11.270, 8.469, 11.227)
N (11.670, 11.302, 8.213)
H (10.712, 13.080, 11.035)
H (9.740, 12.268, 9.673)
H (10.758, 13.719, 9.419)
H (12.748, 12.320, 9.638)
H (11.896, 11.117, 11.632)
H (13.050, 10.381, 10.495)
H (12.102, 7.917, 10.735)
H (10.379, 7.870, 11.244)
H (11.486, 8.783, 12.246)
H (11.036, 10.538, 8.315)
H (12.509, 10.812, 7.932)
C (11.251, 15.212, 17.754)
C (12.300, 16.057, 17.035)
O (13.293, 15.186, 16.531)
C (14.355, 15.790, 15.769)
C (15.336, 14.710, 15.458)
H (11.609, 14.659, 18.618)
H (10.379, 15.795, 17.978)
H (10.897, 14.435, 17.069)
H (11.831, 16.650, 16.216)
H (12.707, 16.890, 17.701)
H (13.993, 16.259, 14.846)
H (14.786, 16.598, 16.336)
H (14.965, 14.007, 14.794)
H (15.671, 14.206, 16.378)
H (16.262, 15.054, 14.958)
C (9.602, 11.026, 13.619)
C (9.887, 12.443, 14.120)
O (9.036, 13.258, 13.365)
C (9.128, 14.653, 13.715)
C (8.197, 15.315, 12.824)
H (10.406, 10.228, 13.787)
H (8.636, 10.544, 14.033)
H (9.392, 11.066, 12.565)
H (9.801, 12.494, 15.188)
H (10.905, 12.685, 13.872)
H (8.725, 14.762, 14.761)
H (10.119, 15.119, 13.622)
H (7.934, 16.295, 13.292)
H (7.302, 14.791, 12.638)
H (8.611, 15.625, 11.854)

* LUMO: 0.0210 Eh
* structure (SMILES): COC[C@H](C)N.COC[C@H](C)N.COC[C@H](C)N.COC[C@H](C)N.COC[C@H](C)N.COC[C@H](C)N.CCOCC.CCOCC
* largest force on an atom: 0.074 Eh/bohr
* orbital gap: 9.294 eV

Atomic partial charges in e from the Löwdin method, atoms 1 to 8: atom 1 (C): -0.0592, atom 2 (C): -0.4095, atom 3 (C): -0.2414, atom 4 (O): -0.1895, atom 5 (C): -0.1203, atom 6 (N): 0.0536, atom 7 (H): 0.0680, atom 8 (H): 0.0742

=====

# 2
Density functional theory data (wB97M-V/def2-TZVPD) for 9 unconnected molecules or ions with the total composition C32H88F6N8O8P at a distorted geometry.

Element x y z (Å)
P (-1.581, 0.638, 0.682)
F (-1.049, -0.123, 2.058)
F (-3.111, 0.040, 0.927)
F (-1.937, 2.047, 1.421)
F (-2.088, 1.477, -0.638)
F (-0.039, 1.297, 0.508)
F (-1.221, -0.682, -0.240)
C (-0.960, 2.952, 3.966)
C (0.302, 3.630, 3.547)
C (1.527, 2.793, 4.198)
O (2.792, 3.194, 3.744)
C (3.258, 4.452, 4.277)
N (0.388, 3.707, 2.146)
H (-1.869, 3.407, 3.574)
H (-1.069, 2.841, 5.045)
H (-0.833, 1.940, 3.580)
H (0.335, 4.634, 3.970)
H (1.558, 1.708, 4.103)
H (1.315, 2.971, 5.252)
H (4.234, 4.756, 3.900)
H (3.411, 4.480, 5.356)
H (2.594, 5.308, 4.151)
H (-0.108, 2.921, 1.749)
H (1.337, 3.370, 2.064)
C (-3.356, 4.361, -2.316)
C (-1.767, 4.454, -2.040)
C (-1.198, 5.862, -2.433)
O (0.189, 5.999, -2.252)
C (0.816, 7.293, -2.586)
N (-1.659, 4.221, -0.578)
H (-3.566, 3.300, -2.182)
H (-3.656, 4.598, -3.337)
H (-3.936, 5.048, -1.700)
H (-1.244, 3.647, -2.553)
H (-1.754, 6.662, -1.945)
H (-1.475, 6.015, -3.476)
H (0.655, 7.988, -1.762)
H (0.529, 7.725, -3.545)
H (1.898, 7.160, -2.571)
H (-1.989, 3.328, -0.240)
H (-2.292, 4.864, -0.124)
C (0.228, -1.161, 4.962)
C (-1.272, -1.231, 5.266)
C (-1.958, -2.236, 4.471)
O (-3.275, -2.577, 4.776)
C (-4.026, -3.644, 4.171)
N (-1.425, -1.600, 6.676)
H (0.656, -0.374, 5.583)
H (0.441, -1.018, 3.903)
H (0.656, -2.058, 5.408)
H (-1.768, -0.298, 4.995)
H (-1.299, -3.104, 4.487)
H (-2.001, -1.692, 3.527)
H (-4.466, -4.436, 4.777)
H (-3.560, -4.029, 3.264)
H (-4.946, -3.205, 3.785)
H (-1.468, -0.765, 7.242)
H (-2.380, -1.896, 6.818)
C (-6.772, -4.438, -0.065)
C (-5.370, -3.724, -0.124)
C (-4.725, -3.683, -1.569)
O (-4.287, -4.927, -2.007)
C (-3.669, -4.959, -3.279)
N (-5.585, -2.316, 0.162)
H (-6.684, -5.519, 0.042)
H (-7.454, -4.195, -0.880)
H (-7.376, -4.177, 0.804)
H (-4.657, -4.274, 0.490)
H (-3.866, -3.028, -1.713)
H (-5.406, -3.175, -2.252)
H (-4.225, -4.307, -3.953)
H (-3.685, -5.970, -3.687)
H (-2.694, -4.473, -3.291)
H (-4.847, -1.628, 0.198)
H (-6.257, -1.966, -0.506)
C (0.283, -5.583, -2.550)
C (0.557, -4.376, -1.733)
C (0.606, -4.577, -0.206)
O (-0.624, -5.106, 0.392)
C (-1.443, -4.064, 0.999)
N (1.816, -3.863, -2.096)
H (1.022, -6.379, -2.456)
H (0.161, -5.371, -3.613)
H (-0.621, -6.099, -2.226)
H (-0.184, -3.628, -2.015)
H (0.920, -3.595, 0.147)
H (1.524, -5.159, -0.122)
H (-1.082, -3.772, 1.986)
H (-2.484, -4.288, 1.233)
H (-1.453, -3.258, 0.266)
H (2.581, -4.507, -1.952)
H (1.707, -3.641, -3.075)
C (6.202, -1.498, 0.786)
C (5.082, -2.276, 0.159)
C (3.631, -2.107, 0.779)
O (3.405, -0.760, 1.265)
C (2.224, -0.642, 2.062)
N (4.934, -1.824, -1.185)
H (7.165, -1.765, 0.350)
H (6.303, -1.601, 1.866)
H (6.120, -0.424, 0.617)
H (5.462, -3.297, 0.137)
H (3.350, -2.933, 1.433)
H (2.876, -2.338, 0.027)
H (2.409, -1.184, 2.989)
H (1.379, -0.945, 1.443)
H (2.103, 0.375, 2.434)
H (4.096, -2.197, -1.608)
H (4.592, -0.895, -0.984)
C (1.506, 0.429, -4.358)
C (0.300, 0.388, -3.411)
C (-0.605, -0.852, -3.439)
O (-0.945, -1.203, -4.784)
C (-1.806, -2.307, -5.050)
N (0.929, 0.562, -2.062)
H (2.054, -0.509, -4.446)
H (2.218, 1.233, -4.170)
H (1.230, 0.729, -5.369)
H (-0.114, 1.338, -3.748)
H (-1.511, -0.577, -2.898)
H (-0.233, -1.715, -2.886)
H (-1.363, -3.261, -4.763)
H (-1.975, -2.391, -6.124)
H (-2.834, -2.131, -4.734)
H (0.338, 0.711, -1.256)
H (1.381, -0.332, -1.930)
C (4.458, 2.547, 0.385)
C (3.591, 3.481, -0.539)
C (4.023, 3.477, -2.021)
O (3.438, 4.677, -2.606)
C (3.596, 4.865, -3.995)
N (2.211, 2.995, -0.399)
H (4.486, 1.486, 0.137)
H (3.931, 2.440, 1.333)
H (5.410, 2.995, 0.670)
H (3.777, 4.496, -0.190)
H (3.767, 2.597, -2.610)
H (5.098, 3.578, -2.165)
H (2.911, 5.635, -4.348)
H (3.558, 3.940, -4.571)
H (4.537, 5.356, -4.246)
H (2.318, 2.106, 0.068)
H (1.738, 2.597, -1.198)

* LUMO: 0.0862 Eh
* relative energy (zero: lowest compared OMol25 entry of this formula, charge and spin): 72.9 kcal per mole
* largest force on an atom: 0.066 Eh/bohr
* net charge: -1
* orbital gap: 7.866 eV

Atomic partial charges in e from the Löwdin method, atoms 1 to 8: atom 1 (P): 0.3462, atom 2 (F): -0.1741, atom 3 (F): -0.1773, atom 4 (F): -0.1768, atom 5 (F): -0.1832, atom 6 (F): -0.2002, atom 7 (F): -0.1765, atom 8 (C): -0.0823